Record 1
C42H36BrHfN5S3 | the ωB97M-V functional and the def2-TZVPD basis

Summary:
* Kohn-Sham gap: 7.537 eV
* E: -5710.90582 a.u.
* charge: +4
* HOMO level: -19.0 eV
* 2S+1: 1

The geometry in XYZ format:
```
88
Properties=species:S:1:pos:R:3:forces:R:3
Hf 1.7699 -1.5630 0.3952 0.62 -1.11 1.04
C 2.6409 -3.3416 5.9812 -0.04 0.17 0.49
C 3.0605 -3.3169 4.5607 0.14 -0.02 -0.83
C 4.1535 -4.0617 4.0967 -0.45 0.30 -0.10
C 4.4707 -4.0588 2.7435 -0.07 0.08 -0.56
C 3.7012 -3.2815 1.9001 -0.04 0.03 0.12
Br 3.9821 -3.2535 -0.0374 -0.26 0.20 0.74
N 2.6745 -2.5043 2.3030 0.51 -0.28 -0.37
C 2.3696 -2.5517 3.6176 -0.11 0.01 0.36
H 3.0645 -2.4843 6.5095 0.01 0.00 0.03
H 3.0025 -4.2359 6.4828 -0.04 -0.03 0.00
H 1.5588 -3.2918 6.0900 -0.01 -0.03 -0.02
H 4.7304 -4.6685 4.7843 0.02 0.00 -0.03
H 5.2750 -4.6712 2.3591 0.03 0.05 -0.05
H 1.5132 -1.9668 3.9405 0.07 0.02 -0.10
N 0.3911 -2.9368 -0.0258 -0.19 -0.27 -0.28
S -0.8914 -2.2488 -0.4265 -0.62 0.40 -0.63
N -0.5765 -0.6503 0.0168 -0.18 -0.27 0.34
S -0.8840 0.7412 -0.7673 1.03 0.77 -0.11
N 0.4520 1.2437 -1.3987 0.29 0.50 -0.44
S 1.9335 1.3207 -0.7257 -1.00 0.25 0.08
N 2.5673 -0.0516 -0.6075 -0.14 0.52 0.09
C 2.8090 2.4969 -1.7348 -0.43 -0.26 0.22
C 2.0988 3.4958 -2.3883 -0.24 0.05 -0.07
C 2.7979 4.4484 -3.1101 -0.11 -0.05 0.09
C 4.1850 4.4059 -3.1635 -0.07 -0.07 0.07
C 4.8793 3.4034 -2.5001 -0.05 -0.05 0.08
C 4.1955 2.4418 -1.7726 0.09 -0.29 0.16
C 1.7247 2.0255 0.9373 0.48 0.06 -0.61
C 1.4600 1.1935 2.0196 0.13 -0.35 -0.25
C 1.3298 1.7418 3.2860 -0.03 -0.41 -0.13
C 1.4649 3.1129 3.4643 0.05 0.01 -0.13
C 1.7412 3.9332 2.3847 -0.03 -0.11 0.04
C 1.8808 3.3899 1.1168 -0.01 -0.09 -0.12
C -1.4178 1.9962 0.3998 -0.20 -0.41 -0.05
C -1.8785 1.7290 1.6773 -0.07 -0.31 0.00
C -2.2382 2.7968 2.4875 -0.03 -0.01 -0.04
C -2.1272 4.1006 2.0253 0.00 -0.08 -0.02
C -1.6655 4.3518 0.7407 0.00 -0.18 -0.16
C -1.3193 3.2959 -0.0833 -0.01 0.03 -0.25
C -2.0427 0.7548 -2.1388 0.16 0.07 0.17
C -3.4058 0.7254 -1.8712 -0.12 0.00 0.26
C -4.2966 0.8876 -2.9202 0.10 -0.04 0.20
C -3.8273 1.0957 -4.2103 0.09 0.00 0.03
C -2.4625 1.1243 -4.4611 -0.02 0.03 0.14
C -1.5581 0.9523 -3.4244 0.35 0.01 -0.02
C -2.3025 -2.8835 0.4604 0.34 0.29 -0.36
C -2.3094 -4.2451 0.7346 0.27 -0.11 -0.11
C -3.4087 -4.7875 1.3806 0.08 0.08 -0.09
C -4.4749 -3.9746 1.7399 0.05 -0.02 -0.08
C -4.4480 -2.6122 1.4668 0.07 0.08 -0.09
C -3.3576 -2.0581 0.8165 -0.03 0.26 -0.04
C -1.1533 -2.2165 -2.1874 -0.21 -0.34 0.53
C -0.0400 -2.0425 -2.9988 0.50 0.05 0.21
C -0.2288 -2.0107 -4.3715 0.15 0.01 0.20
C -1.5066 -2.1486 -4.9052 0.00 -0.09 0.07
C -2.6029 -2.3507 -4.0796 0.10 0.00 0.09
C -2.4261 -2.3900 -2.7055 -0.22 -0.10 0.09
H 1.0222 3.5134 -2.3400 -0.12 0.07 -0.08
H 2.2582 5.2272 -3.6249 -0.06 0.07 -0.07
H 4.7213 5.1603 -3.7195 0.06 0.02 -0.05
H 5.9558 3.3744 -2.5436 0.13 -0.05 0.01
H 4.7221 1.6596 -1.2504 0.17 -0.11 0.05
H 1.3425 0.0889 1.8750 -0.06 0.80 0.50
H 1.1291 1.1136 4.1394 -0.03 -0.11 0.07
H 1.3730 3.5359 4.4513 -0.02 0.03 0.15
H 1.8648 4.9935 2.5255 0.04 0.18 0.03
H 2.1329 4.0240 0.2825 0.02 0.11 -0.13
H -1.9605 0.7126 2.0316 0.00 -0.12 0.10
H -2.6172 2.6116 3.4794 -0.03 -0.07 0.13
H -2.4099 4.9268 2.6593 -0.05 0.06 0.10
H -1.5839 5.3626 0.3735 -0.02 0.11 -0.04
H -0.9830 3.4637 -1.0939 0.04 0.18 -0.13
H -3.7738 0.6075 -0.8645 -0.12 0.04 0.16
H -5.3565 0.8762 -2.7223 -0.11 0.00 0.04
H -4.5288 1.2532 -5.0157 -0.05 0.00 -0.08
H -2.0982 1.3032 -5.4614 0.06 0.00 -0.07
H -0.4955 0.9954 -3.5989 0.09 0.02 -0.10
H -1.4689 -4.8552 0.4483 0.09 -0.21 -0.02
H -3.4316 -5.8452 1.5902 0.00 -0.10 0.03
H -5.3355 -4.4079 2.2256 -0.08 -0.02 0.09
H -5.2796 -1.9877 1.7538 -0.06 0.07 0.03
H -3.3117 -1.0022 0.5993 -0.11 0.15 0.04
H 0.9591 -1.9587 -2.5479 -0.38 -0.03 -0.43
H 0.6209 -1.9008 -5.0273 0.08 0.03 -0.06
H -1.6441 -2.1218 -5.9752 0.02 -0.03 -0.12
H -3.5867 -2.4988 -4.4990 -0.06 0.00 -0.02
H -3.2623 -2.5732 -2.0507 -0.18 -0.02 0.08
```
Positions in Å, forces in eV/Å.



Record 2
C43H89O24P | the ωB97M-V functional and the def2-TZVPD basis

Summary:
* Kohn-Sham gap (spin up / spin down): 1.462 / 10.002 eV
* E: -3838.91984 a.u.
* charge: -1
* HOMO level (spin up / spin down): 0.5 / -8.1 eV
* 2S+1: 2

The geometry in XYZ format:
```
157
Properties=species:S:1:pos:R:3:forces:R:3
C -3.8868 4.4794 -1.1248 -0.02 0.87 -0.56
O -4.3752 3.7635 -2.3123 -0.30 -0.03 0.45
P -5.9367 3.6390 -2.6801 0.13 0.01 -0.59
O -6.7747 4.4122 -1.7400 0.24 -0.73 -0.99
O -5.9965 4.0661 -4.2980 -0.31 -1.78 2.55
C -6.0023 5.4043 -4.6752 0.51 1.30 -0.42
O -6.2702 2.0501 -2.8057 0.00 3.44 0.95
C -5.5456 1.2486 -3.7118 -0.53 -0.53 -0.34
H -4.2460 4.1531 -0.1489 -0.15 -0.71 -0.40
H -4.1648 5.5320 -1.1796 -0.33 0.00 -0.27
H -2.7974 4.4887 -1.1590 -0.14 -0.65 -0.12
H -6.4994 6.0848 -3.9839 -0.19 -0.27 0.23
H -6.4849 5.4975 -5.6481 -0.05 -0.16 0.04
H -4.9741 5.7500 -4.7818 0.13 0.11 -0.05
H -5.1000 0.5027 -3.0537 0.41 -0.24 -0.77
H -4.8646 1.8025 -4.3580 0.30 -0.07 0.40
H -6.3312 0.8601 -4.3599 0.35 -0.61 -0.11
O -3.6971 -0.7413 2.7943 -1.42 -0.23 -0.30
C -4.8150 -0.2848 2.9658 1.80 1.20 0.20
O -5.9700 -0.7756 2.5239 -0.48 2.12 1.05
C -6.0889 -1.7991 1.6152 -0.73 -2.92 -1.00
C -7.5679 -1.9742 1.1376 0.46 0.67 -0.44
C -5.0142 1.0285 3.7770 0.76 -1.52 0.04
H -5.8031 -2.7269 2.1107 0.10 -0.19 0.08
H -5.3915 -1.7228 0.7809 -0.10 0.40 -0.12
H -7.7604 -2.8870 0.5739 0.65 -0.30 0.21
H -7.8266 -1.2061 0.4088 0.00 0.36 0.19
H -8.3245 -1.9566 1.9220 0.36 0.16 0.31
H -5.4509 1.8324 3.1845 -0.55 -0.30 0.39
H -4.0588 1.3688 4.1763 0.25 -0.12 -0.55
H -5.4910 0.6688 4.6889 -0.98 0.66 -0.13
O 0.9892 -7.7401 2.8203 -0.78 1.05 -0.17
C 1.1442 -6.6453 2.3089 2.87 -2.28 -0.13
O 0.5872 -5.5173 2.6765 -0.47 1.32 0.15
C -0.2928 -5.4610 3.7975 -1.61 -0.34 0.34
C -1.0833 -4.1566 3.8201 0.63 0.16 -0.60
C 2.3044 -6.4393 1.2934 -0.63 0.87 -0.79
H 0.2036 -5.6030 4.7574 0.61 0.03 -0.23
H -1.0301 -6.2625 3.7524 0.20 -0.32 -0.26
H -0.3941 -3.3127 3.8506 -0.12 0.16 0.36
H -1.7718 -4.1526 4.6651 0.22 0.08 0.11
H -1.6767 -3.9884 2.9214 -0.03 -0.33 -0.11
H 2.1921 -6.9199 0.3216 -0.65 -0.48 0.21
H 3.2914 -6.7843 1.6015 -0.33 -0.04 0.76
H 2.3858 -5.3938 0.9960 0.06 0.17 0.38
O -0.2014 -1.1057 6.8123 0.82 0.35 -1.32
C 0.2207 -0.6238 5.7769 -0.41 0.27 0.17
O 1.1949 -1.1503 4.9838 -0.68 0.49 0.00
C 1.8800 -2.4082 5.2120 1.28 1.13 -0.19
C 2.5189 -2.7940 3.8708 -0.80 -0.16 0.54
C -0.3782 0.6665 5.0858 -0.45 -1.79 1.15
H 1.1994 -3.1298 5.6639 0.23 -0.01 -0.07
H 2.7572 -2.1556 5.8077 -0.43 -0.28 0.95
H 3.3281 -2.1375 3.5513 -0.45 0.62 0.09
H 1.6760 -2.8007 3.1796 0.58 -0.43 -0.64
H 3.0623 -3.7332 3.9747 -0.60 -0.44 -0.13
H -1.2818 0.9303 5.6353 0.24 0.09 0.38
H -0.7899 0.2743 4.1559 0.56 0.51 -0.56
H 0.2886 1.5279 5.0466 0.03 -0.43 -0.34
O 1.6009 -7.1058 -2.9644 -0.79 4.23 -1.61
C 1.3451 -5.8595 -3.0904 1.10 -3.87 -1.52
O 1.2032 -5.1517 -4.2429 0.35 -0.23 0.74
C 1.4725 -5.7290 -5.5273 0.10 -1.61 0.49
C 0.5860 -6.9423 -5.8359 -0.19 1.16 -1.09
C 1.2429 -5.0763 -1.8634 -1.20 -0.16 0.28
H 2.5186 -6.0219 -5.6168 0.16 -0.03 0.43
H 1.3475 -4.9778 -6.3071 -0.43 0.32 0.54
H -0.4580 -6.6538 -5.7133 -0.09 -0.17 0.43
H 0.7999 -7.9128 -5.3882 0.20 0.45 0.11
H 0.6820 -6.9516 -6.9216 0.01 -0.82 -0.27
H 0.8416 -5.9073 -1.2833 0.52 0.60 1.25
H 0.4943 -4.2840 -1.8544 0.31 0.20 -0.35
H 2.2460 -4.7150 -1.6367 -0.09 -0.03 0.51
O -1.2941 2.0379 -0.7716 -0.21 -0.52 0.73
C -0.9535 1.7233 0.3637 -0.91 3.56 -1.92
O -0.2297 0.7329 0.6600 1.60 -4.10 0.41
C -0.0345 -0.4047 -0.3078 0.52 -0.28 0.50
C 0.6208 -1.5497 0.4970 -0.34 1.28 0.71
C -1.2582 2.5981 1.5612 -0.59 -0.71 0.21
H 0.6346 -0.0886 -1.1081 -0.06 0.25 0.18
H -0.9838 -0.7183 -0.7419 -0.06 0.45 0.21
H -0.0149 -1.9013 1.3097 -0.54 -0.22 -0.28
H 1.4299 -1.0960 1.0695 0.55 -0.16 -0.42
H 0.9672 -2.3938 -0.0992 0.00 0.28 -0.12
H -1.6627 3.5610 1.2490 0.28 -0.10 0.11
H -0.4611 2.6373 2.3036 0.27 0.27 -0.39
H -2.0300 2.0426 2.0939 -0.41 0.10 0.10
O 4.2904 3.3939 -3.4600 -1.41 3.63 0.71
C 4.0103 4.6297 -3.4625 1.28 -4.66 -1.01
O 2.8220 5.1472 -3.1141 1.60 1.19 -0.68
C 1.8772 4.4139 -2.3556 -0.34 -1.29 0.52
C 1.1883 3.2837 -3.1443 -0.44 -0.05 -0.07
C 5.0541 5.5612 -4.0793 -0.51 -0.34 0.49
H 1.1366 5.1344 -2.0086 0.05 0.13 -0.41
H 2.3574 4.1186 -1.4227 0.21 -0.58 -0.17
H 0.2568 3.6906 -3.5378 -0.06 -0.13 -0.17
H 0.9136 2.4000 -2.5684 0.01 0.34 0.59
H 1.7299 2.8277 -3.9730 0.48 0.60 0.05
H 6.0041 5.0690 -4.2873 -0.26 -0.57 0.61
H 5.2528 6.3495 -3.3531 -0.22 0.64 -0.71
H 4.7271 5.7856 -5.0946 -0.37 1.00 0.29
O 3.1495 0.3062 -0.9030 4.12 -2.78 -0.19
C 4.2225 -0.3720 -0.7750 -1.66 1.75 1.32
O 5.1805 -0.6635 -1.7042 -0.02 0.51 1.44
C 5.0610 -0.1285 -3.0273 -1.18 -0.93 -1.22
C 6.2696 -0.3573 -3.9885 -0.04 0.69 1.53
C 4.8711 -0.6684 0.6572 0.13 0.60 -1.27
H 4.7317 0.9087 -2.9636 0.14 -0.02 -0.16
H 4.2462 -0.7602 -3.3811 -0.35 0.49 -0.76
H 7.0209 0.4066 -3.7884 0.24 -0.09 0.12
H 6.0020 -0.2027 -5.0338 -0.46 -0.19 0.14
H 6.7276 -1.3375 -3.8563 -0.17 -0.01 -0.03
H 5.7259 -1.3446 0.6444 -0.31 -0.25 -0.46
H 4.2898 -0.8645 1.5582 -0.67 -0.03 -0.64
H 5.3337 0.3050 0.8206 0.09 0.33 0.23
O -5.1051 -4.8228 -0.8330 2.35 0.34 -2.03
C -4.2530 -5.0214 -1.7089 -1.37 1.59 0.96
O -3.5377 -4.0100 -2.4212 -1.31 -4.51 0.80
C -3.4058 -2.7474 -1.9042 0.66 1.58 1.09
C -2.7537 -2.7270 -0.4494 -0.69 0.33 -1.21
C -3.9783 -6.4144 -2.2060 1.06 0.85 -0.18
H -4.3100 -2.1692 -2.0945 -0.59 -0.07 1.07
H -2.7858 -2.2842 -2.6718 0.79 0.22 0.49
H -1.7165 -3.0586 -0.4972 0.05 0.14 -0.21
H -3.2317 -3.3643 0.2946 -0.40 -0.08 -0.38
H -2.8000 -1.7175 -0.0409 0.13 0.07 -0.06
H -4.6039 -6.5281 -3.0913 -0.24 -0.56 0.24
H -4.1039 -7.1084 -1.3749 -0.56 -0.03 -0.40
H -2.9473 -6.5082 -2.5471 0.02 0.12 -0.06
O 3.8707 3.3751 3.2030 -0.23 -2.37 -0.31
C 3.6788 2.1507 3.1781 -0.23 2.52 0.57
O 4.6085 1.2568 3.4722 0.46 -1.23 -0.10
C 5.9522 1.5675 3.8629 1.29 -0.82 -0.35
C 6.6691 0.2315 4.2439 -1.09 -0.03 0.49
C 2.3028 1.5181 3.0277 0.01 -0.01 -0.46
H 5.9394 2.2550 4.7086 -0.01 0.01 -0.10
H 6.5478 1.9800 3.0485 -0.53 0.51 -0.19
H 6.0671 -0.1825 5.0528 0.28 -0.23 0.27
H 7.7098 0.3029 4.5598 -0.13 0.73 0.26
H 6.7267 -0.5647 3.5016 -0.52 0.43 -0.59
H 1.9175 1.4106 2.0138 0.50 0.53 -0.42
H 1.6136 2.1981 3.5283 0.03 -0.24 0.13
H 2.2269 0.4847 3.3661 0.24 0.25 0.64
O -0.2984 7.8226 1.7696 2.58 -1.64 -2.48
C 0.4372 6.9992 1.1661 -2.49 -0.39 2.95
O 0.5584 6.8169 -0.1470 0.15 0.40 -0.17
C 0.1689 7.8719 -1.0553 -0.21 0.10 0.25
C 1.2017 8.9765 -0.9730 -0.32 0.59 -0.47
C 1.0027 5.7746 1.9448 -0.43 0.15 0.07
H -0.8264 8.2520 -0.8250 0.05 -0.04 0.50
H 0.0489 7.3988 -2.0299 0.48 -0.04 0.02
H 1.4250 9.1758 0.0751 0.20 -0.08 -0.09
H 0.7751 9.9014 -1.3611 -0.15 0.08 -0.04
H 2.0975 8.8150 -1.5726 0.07 -0.38 0.31
H 1.7154 5.1044 1.4641 0.24 0.60 -0.27
H 0.1594 5.1152 2.1502 -0.45 0.14 -0.29
H 1.3169 6.0073 2.9623 0.32 0.49 -0.29
```
Positions in Å, forces in eV/Å.



Record 3
C4H11NO | the ωB97M-V functional and the def2-TZVPD basis

Summary:
* Kohn-Sham gap: 10.363 eV
* E: -288.94681 a.u.
* energy relative to the best compared isomer or geometry (same formula, charge and spin): 184.3 kJ/mol
* charge: 0
* HOMO level: -9.4 eV
* structure (SMILES): CC=O.CCN
* 2S+1: 1

The geometry in XYZ format:
```
17
Properties=species:S:1:pos:R:3:forces:R:3
C -2.6023 -1.8857 1.4444 -1.31 1.41 1.71
C -1.8747 -0.9693 0.4174 -2.09 -0.23 -1.16
N -0.7454 -0.1047 0.7941 -0.08 -0.72 -0.13
H -2.9586 -1.3568 2.3793 0.71 0.01 -0.86
H -2.0590 -2.7372 1.8644 0.22 0.02 -0.63
H -3.6078 -2.2177 1.0696 1.20 -0.01 -0.28
H -2.6490 -0.2882 -0.0749 0.80 -0.66 1.04
H -1.7222 -1.6812 -0.4077 0.84 0.19 -0.11
H -0.4584 0.3757 -0.0542 -0.23 0.26 0.05
H 0.0765 -0.6594 1.0044 -0.06 -0.26 0.34
O 1.3827 2.2834 -2.3382 -0.06 0.93 -0.09
C 2.3873 2.3905 -1.6857 -0.45 -3.33 -0.13
C 2.8712 1.1668 -0.8978 -0.61 -0.23 2.11
H 3.0318 3.2403 -1.6725 0.42 1.24 -0.04
H 2.0280 0.5659 -0.4486 0.40 0.89 -0.76
H 3.4611 0.3957 -1.3894 0.20 0.48 -0.65
H 3.4388 1.4820 -0.0044 0.08 0.01 -0.43
```
Positions in Å, forces in eV/Å.